{"formula": "C70H185N21O10P6", "method": "wB97M-V/def2-TZVPD", "homo_lumo_gap_ev": 8.261, "e_lumo_ev": 0.381, "homo_energy_ev": -7.88, "total_energy_ev": -183092.9287, "max_force_ha_per_bohr": 0.0595, "species": ["C", "C", "C", "O", "C", "H", "H", "H", "H", "H", "H", "H", "H", "C", "C", "C", "O", "C", "H", "H", "H", "H", "H", "H", "H", "H", "C", "C", "C", "O", "C", "H", "H", "H", "H", "H", "H", "H", "H", "C", "C", "C", "O", "C", "H", "H", "H", "H", "H", "H", "H", "H", "C", "C", "N", "C", "C", "C", "C", "H", "H", "H", "H", "H", "H", "H", "H", "H", "H", "H", "H", "H", "H", "H", "C", "C", "N", "C", "C", "C", "C", "H", "H", "H", "H", "H", "H", "H", "H", "H", "H", "H", "H", "H", "H", "H", "C", "C", "N", "C", "C", "C", "C", "H", "H", "H", "H", "H", "H", "H", "H", "H", "H", "H", "H", "H", "H", "H", "O", "P", "N", "C", "C", "N", "C", "C", "N", "C", "C", "H", "H", "H", "H", "H", "H", "H", "H", "H", "H", "H", "H", "H", "H", "H", "H", "H", "H", "O", "P", "N", "C", "C", "N", "C", "C", "N", "C", "C", "H", "H", "H", "H", "H", "H", "H", "H", "H", "H", "H", "H", "H", "H", "H", "H", "H", "H", "O", "P", "N", "C", "C", "N", "C", "C", "N", "C", "C", "H", "H", "H", "H", "H", "H", "H", "H", "H", "H", "H", "H", "H", "H", "H", "H", "H", "H", "O", "P", "N", "C", "C", "N", "C", "C", "N", "C", "C", "H", "H", "H", "H", "H", "H", "H", "H", "H", "H", "H", "H", "H", "H", "H", "H", "H", "H", "O", "P", "N", "C", "C", "N", "C", "C", "N", "C", "C", "H", "H", "H", "H", "H", "H", "H", "H", "H", "H", "H", "H", "H", "H", "H", "H", "H", "H", "O", "P", "N", "C", "C", "N", "C", "C", "N", "C", "C", "H", "H", "H", "H", "H", "H", "H", "H", "H", "H", "H", "H", "H", "H", "H", "H", "H", "H"], "positions_angstrom": [[15.622760, 13.144530, 16.735655], [15.816820, 14.623190, 16.785435], [15.060910, 15.177500, 15.558855], [14.815210, 14.042290, 14.725635], [15.443350, 12.882550, 15.227055], [14.642810, 12.910100, 17.151395], [16.366130, 12.517380, 17.227785], [16.889610, 14.785700, 16.681405], [15.510520, 15.139990, 17.694935], [15.656110, 15.845410, 14.936165], [14.089010, 15.589770, 15.830065], [16.405350, 12.798130, 14.721565], [14.918900, 11.943400, 15.050885], [18.821470, 14.920730, 22.778695], [19.248750, 14.375180, 21.444975], [19.930710, 13.022390, 21.928345], [20.625740, 13.463010, 23.134365], [19.834410, 14.419770, 23.797865], [17.800250, 14.595580, 22.977395], [18.759040, 16.008850, 22.764675], [20.026070, 15.046910, 21.080745], [18.435090, 14.239090, 20.732555], [20.493520, 12.544760, 21.126335], [19.155080, 12.339480, 22.274945], [20.441990, 15.242040, 24.175795], [19.370530, 13.963480, 24.672345], [10.827490, 14.723600, 16.804585], [11.497980, 13.992070, 15.676455], [11.130050, 14.758330, 14.410145], [10.859830, 16.061750, 14.867825], [10.217590, 16.025310, 16.146505], [11.617570, 14.914820, 17.530745], [10.094660, 14.183390, 17.403955], [11.223820, 12.937430, 15.650655], [12.571930, 13.914250, 15.845815], [10.302410, 14.332570, 13.842835], [11.876770, 14.784700, 13.616535], [9.141290, 15.945300, 15.993955], [10.365040, 17.011690, 16.586305], [11.457930, 22.020990, 21.535195], [10.972940, 23.131830, 20.593495], [11.882190, 22.877830, 19.374325], [13.047760, 22.244900, 19.887835], [12.960090, 22.065550, 21.347895], [11.148950, 21.010410, 21.268055], [11.295490, 22.165680, 22.603265], [11.137340, 24.090450, 21.085555], [9.935750, 23.039970, 20.271155], [12.281450, 23.837480, 19.046055], [11.378440, 22.261730, 18.629505], [13.467810, 22.898800, 21.833715], [13.496250, 21.176620, 21.680215], [9.973970, 17.300230, 22.803875], [8.887760, 17.232540, 21.691595], [9.355500, 16.421370, 20.516875], [9.873040, 15.044570, 20.812565], [8.912480, 14.165090, 21.721565], [8.388270, 16.365890, 19.426695], [8.067630, 17.776690, 18.872645], [9.924880, 16.409280, 23.429895], [9.821060, 18.168230, 23.445195], [10.978740, 17.454640, 22.410545], [7.984570, 16.813870, 22.135515], [8.628320, 18.246140, 21.385975], [10.118150, 14.540840, 19.877535], [10.784760, 15.246760, 21.374695], [8.552060, 14.735740, 22.577465], [8.057050, 13.858850, 21.119435], [9.418420, 13.325140, 22.197605], [7.430690, 15.986200, 19.783025], [8.746880, 15.709070, 18.634175], [9.007830, 18.317020, 18.762375], [7.410560, 18.255190, 19.598875], [7.536500, 17.776660, 17.920805], [15.791310, 18.405040, 13.620385], [14.810080, 18.650920, 12.474045], [13.756940, 19.611880, 12.772575], [13.257870, 20.197700, 11.520465], [14.147220, 21.154050, 10.776505], [12.696160, 19.001070, 13.602505], [11.950030, 20.115420, 14.369365], [15.282800, 18.015160, 14.502155], [16.296960, 19.344310, 13.844415], [16.527820, 17.678960, 13.276195], [15.454230, 18.871840, 11.622955], [14.153700, 17.851180, 12.130975], [12.421620, 20.862680, 11.736275], [12.934590, 19.402680, 10.848505], [14.474480, 21.932720, 11.465475], [13.579160, 21.609260, 9.965205], [15.020670, 20.635660, 10.380965], [11.992260, 18.479510, 12.953965], [13.040960, 18.366150, 14.418645], [12.633290, 20.783110, 14.894205], [11.367320, 20.728900, 13.682205], [11.227440, 19.705230, 15.074855], [10.255840, 10.014870, 21.697785], [10.634950, 9.518090, 20.240605], [10.757930, 10.688300, 19.426115], [12.017990, 11.474660, 19.591165], [13.316830, 10.725410, 19.313845], [10.468740, 10.481170, 18.002525], [8.950150, 10.599080, 17.852595], [9.309640, 10.551320, 21.768725], [11.074640, 10.654290, 22.027635], [10.220990, 9.158630, 22.371385], [11.514620, 8.874600, 20.254295], [9.792130, 8.948620, 19.848855], [11.988840, 12.293790, 18.872645], [12.018170, 11.856790, 20.611995], [13.247630, 10.340350, 18.296475], [14.253250, 11.271560, 19.427575], [13.249860, 9.853260, 19.964215], [10.788880, 9.464130, 17.776165], [10.992840, 11.208430, 17.382435], [8.580890, 10.567940, 16.827525], [8.620090, 11.591960, 18.158155], [8.414930, 9.813780, 18.386405], [13.944260, 17.876060, 21.818045], [14.524870, 17.650980, 20.471735], [13.507910, 18.164100, 19.168705], [12.338900, 18.997800, 19.448065], [13.825120, 17.831330, 17.758075], [14.747890, 15.973640, 20.163075], [15.762850, 15.252120, 20.908235], [13.557210, 15.122950, 19.880045], [16.020920, 18.388830, 20.158275], [16.184290, 19.664960, 20.789165], [16.844770, 18.101010, 18.963765], [12.420970, 19.313330, 20.488175], [11.444600, 18.439370, 19.171525], [12.400010, 19.975140, 18.969335], [14.282460, 16.842150, 17.736575], [14.455750, 18.602230, 17.315235], [12.910910, 17.829250, 17.164505], [16.710990, 15.746070, 20.695755], [15.566530, 15.352770, 21.975675], [15.825740, 14.201000, 20.626635], [14.001940, 14.241580, 19.417995], [13.028450, 14.811770, 20.780985], [13.015840, 15.650020, 19.094415], [15.985640, 19.623040, 21.860095], [17.189290, 20.086380, 20.767205], [15.532610, 20.420680, 20.350645], [16.525860, 18.673820, 18.092965], [16.892000, 17.051750, 18.672335], [17.880350, 18.378970, 19.159715], [17.790900, 17.091260, 15.883535], [19.219640, 17.340640, 15.624035], [19.664980, 16.828510, 14.021835], [19.044740, 15.699050, 13.460195], [20.990990, 17.143240, 13.423635], [20.290440, 16.434560, 16.592485], [19.769240, 15.216610, 17.251085], [21.762750, 16.492760, 16.424735], [19.727420, 18.985630, 15.816465], [19.274740, 19.977830, 14.826555], [19.832390, 19.544540, 17.195765], [17.990240, 15.703450, 13.736085], [19.312170, 14.737350, 13.898055], [19.168710, 15.633080, 12.379275], [21.634270, 16.263580, 13.401945], [21.382990, 18.039000, 13.905355], [20.867560, 17.344720, 12.359545], [20.417580, 14.872370, 18.056845], [18.854410, 15.511130, 17.765315], [19.451500, 14.497600, 16.495985], [22.144600, 17.474640, 16.145095], [22.231680, 16.128730, 17.338895], [22.015540, 15.739680, 15.678375], [18.986190, 19.512470, 13.884065], [18.429320, 20.515180, 15.256215], [20.025740, 20.753240, 14.675445], [18.958900, 20.142330, 17.456075], [20.713130, 20.181640, 17.276435], [19.838140, 18.719480, 17.908035], [12.902670, 11.898310, 25.711895], [13.533890, 13.178290, 25.236905], [12.365500, 14.399130, 24.854285], [11.047710, 14.323080, 25.455155], [12.590620, 15.489780, 23.946045], [14.538300, 12.998410, 23.882935], [15.825670, 12.435880, 24.074295], [13.867520, 12.624910, 22.634765], [14.404440, 13.936280, 26.487765], [14.907670, 15.300900, 26.270755], [14.078520, 13.622380, 27.927365], [10.763150, 15.112760, 26.150525], [10.966900, 13.436360, 26.083895], [10.266790, 14.251620, 24.698095], [12.323760, 15.381110, 22.894815], [13.657050, 15.715180, 23.950605], [12.109110, 16.389560, 24.329005], [16.311000, 13.144500, 24.745425], [15.737700, 11.454190, 24.539735], [16.430830, 12.561480, 23.176465], [12.899370, 13.123630, 22.589415], [14.474050, 12.764190, 21.739875], [13.580170, 11.573480, 22.629495], [15.730490, 15.565640, 26.934825], [15.320750, 15.342390, 25.262915], [14.139430, 16.058730, 26.424405], [14.019070, 12.550270, 28.114835], [13.153980, 14.078180, 28.281725], [14.902060, 13.942380, 28.565705], [19.705950, 17.577670, 24.485075], [19.305910, 18.988600, 24.283135], [17.617640, 19.279610, 24.407905], [16.747850, 18.146200, 24.000745], [16.952720, 20.593830, 24.446225], [19.576480, 19.555200, 22.677865], [19.526690, 20.974450, 22.308545], [19.609620, 18.669120, 21.557425], [20.072970, 20.075180, 25.383785], [21.529650, 20.147610, 25.285275], [19.651310, 19.903490, 26.774295], [15.713700, 18.410100, 24.222065], [16.947120, 17.258920, 24.601695], [16.834690, 17.973230, 22.928065], [16.709810, 20.752000, 23.395475], [17.629430, 21.395380, 24.742315], [15.940400, 20.615870, 24.849735], [18.679270, 21.169800, 21.651415], [19.539500, 21.626160, 23.182165], [20.434710, 21.176850, 21.740545], [19.704980, 19.286000, 20.663855], [20.502930, 18.052290, 21.655435], [18.691520, 18.090680, 21.454435], [21.796730, 20.692950, 24.380085], [22.047910, 20.523680, 26.167365], [21.924010, 19.137970, 25.170335], [19.933240, 20.821100, 27.290645], [20.009660, 18.988700, 27.246345], [18.598050, 19.622890, 26.770415], [11.934150, 18.192680, 27.169155], [12.562480, 19.553780, 27.184765], [14.085920, 19.598890, 28.019165], [14.940710, 18.404760, 28.046275], [14.844840, 20.846660, 28.147675], [11.639500, 20.774270, 27.890275], [11.467170, 20.833390, 29.332635], [10.422600, 21.244290, 27.156125], [12.934480, 20.150590, 25.624035], [13.274600, 21.505340, 25.347445], [12.552460, 19.388400, 24.485735], [15.311020, 18.210850, 27.039615], [14.449220, 17.520930, 28.452965], [15.842870, 18.585740, 28.630605], [14.221680, 21.740750, 28.166595], [15.527440, 20.953560, 27.304635], [15.375350, 20.861850, 29.099745], [10.552180, 20.324630, 29.636035], [12.289310, 20.391540, 29.895615], [11.313430, 21.871900, 29.625835], [10.238070, 22.317670, 27.199765], [10.495230, 21.282010, 26.069205], [9.538370, 20.691800, 27.473915], [12.346070, 22.057220, 25.493595], [14.079150, 21.823250, 26.010575], [13.602250, 21.693480, 24.325025], [13.117010, 19.800570, 23.649365], [11.478390, 19.464910, 24.316565], [12.900430, 18.373010, 24.675495], [18.626360, 22.705350, 16.687765], [17.230740, 23.315950, 16.832875], [16.536690, 23.383000, 18.408525], [17.512680, 22.927340, 19.436025], [15.341770, 24.082440, 18.881965], [16.022030, 22.516200, 15.908095], [15.890710, 22.696140, 14.469065], [15.728250, 21.145630, 16.323185], [17.195190, 24.935320, 16.379315], [18.495310, 25.595200, 16.074345], [16.019470, 25.819650, 16.184385], [17.859000, 21.953960, 19.088615], [16.962630, 22.781850, 20.365755], [18.299550, 23.666450, 19.586545], [15.438140, 25.147430, 18.670755], [15.122480, 23.717600, 19.885405], [14.452300, 23.714380, 18.370615], [16.174400, 23.704140, 14.166505], [16.583560, 22.090160, 13.885235], [14.915630, 22.501860, 14.022345], [16.684970, 20.627390, 16.388225], [15.252410, 21.069130, 17.300845], [15.157970, 20.567020, 15.596475], [19.352720, 25.054620, 16.475255], [18.455600, 25.771050, 14.999355], [18.369780, 26.562170, 16.561475], [15.066680, 25.290290, 16.176495], [16.049470, 26.333070, 15.223345], [16.004710, 26.623800, 16.920075]], "atomic_forces_ev_per_a": [[-1.496, -0.758, -0.465], [1.007, 1.082, -0.179], [0.536, -0.971, -0.064], [-0.993, -0.731, -0.439], [1.174, 0.265, 0.612], [-0.110, -0.257, 0.407], [0.105, 0.187, -0.086], [0.013, 0.498, -0.139], [-0.046, -0.260, 0.181], [-0.079, 0.439, 0.537], [0.006, 0.303, -0.059], [0.388, -0.183, 0.007], [-0.516, 0.312, -0.259], [-1.299, 0.910, 0.113], [1.107, -1.381, 0.654], [-1.203, 2.052, 0.593], [0.936, -1.123, -1.625], [-0.339, 0.312, 0.107], [-0.059, -0.246, 0.318], [0.147, 0.021, 0.146], [0.068, -0.220, -0.561], [0.167, 0.028, -0.037], [0.751, 0.093, 0.645], [-0.247, -0.264, -0.266], [0.235, -0.106, -0.194], [-0.280, -0.124, 0.065], [-0.211, 1.408, 1.163], [0.250, -1.453, -0.582], [0.149, -0.247, -0.202], [-0.020, 0.903, -0.233], [0.632, -1.052, -0.703], [-0.126, 0.665, 0.146], [-0.273, -0.254, -0.462], [-0.446, -0.046, -0.261], [0.087, 0.527, -0.268], [-0.776, -0.151, 0.502], [0.621, 0.314, 0.476], [-0.254, -0.355, 0.086], [0.413, -0.259, 0.425], [0.638, 0.012, 1.017], [-0.097, -1.034, -0.059], [0.600, 1.078, 1.593], [0.924, -1.170, 0.882], [-0.324, 0.288, -1.790], [-0.375, 0.125, -0.131], [-0.674, 0.137, 0.003], [0.018, 0.100, -0.285], [-0.089, 0.083, 0.371], [-0.615, 0.038, -0.954], [0.255, 0.120, -0.202], [-0.209, 0.410, 0.106], [-0.106, -0.320, -0.443], [-0.601, 0.246, -0.487], [1.309, -0.781, -0.048], [-0.018, -0.266, -0.217], [-0.861, 0.912, 1.947], [0.629, 0.858, -0.738], [-0.576, 1.083, 0.046], [0.222, -0.610, 0.396], [0.258, 0.044, -0.038], [-0.376, -0.053, 0.105], [0.038, -0.322, -0.257], [-0.344, -0.167, 0.021], [0.207, -0.130, -0.350], [-0.029, 0.091, 0.046], [0.187, -0.418, -0.080], [-0.109, 0.278, -0.154], [-0.023, -0.307, 0.226], [0.100, -0.266, -0.521], [-0.338, -0.526, -0.006], [0.156, -0.004, 0.091], [-0.091, 0.259, 0.011], [0.171, 0.379, -0.129], [0.065, -0.264, -0.031], [-0.814, -0.363, -0.509], [-0.419, -0.378, 0.074], [0.926, 1.459, 0.179], [-0.880, 0.242, 0.829], [0.927, -0.296, 0.253], [-0.296, 1.851, 0.238], [-0.380, -0.006, -0.606], [0.249, 0.096, 0.129], [-0.003, -0.040, 0.128], [0.110, -0.062, 0.261], [-0.439, 0.733, -0.230], [0.904, -1.522, 0.083], [-0.570, -0.615, 0.351], [-0.330, -0.274, -0.277], [0.122, 0.115, -0.096], [0.119, -0.052, -0.053], [0.125, 0.271, -0.191], [-0.141, -0.498, 0.089], [0.637, -0.435, -0.657], [0.143, -0.174, 0.046], [0.002, 0.134, -0.037], [0.068, -0.158, 0.096], [0.953, -1.093, -0.805], [-1.428, 0.939, 1.606], [1.715, 1.749, -1.112], [-0.325, -0.014, 0.133], [-1.001, -0.994, -0.064], [-1.049, -0.657, 0.960], [-0.176, 0.393, -0.905], [0.107, -0.010, -0.396], [-0.172, 0.102, 0.267], [-0.014, 0.005, 0.131], [0.146, -0.180, 0.085], [0.090, -0.211, 0.011], [-0.411, 0.368, 0.284], [0.085, 0.302, -0.068], [0.300, -0.021, -0.179], [-0.210, 0.107, 0.220], [0.829, -0.091, 0.074], [0.147, -0.106, -0.744], [0.006, -0.078, 0.044], [0.326, -0.411, -0.341], [0.061, -0.087, 0.579], [0.061, 0.191, 0.222], [0.365, 0.849, -0.395], [-0.639, -1.204, -2.096], [0.751, -0.656, 1.007], [0.962, 0.041, 0.015], [-0.340, 0.497, 1.145], [-0.556, 0.601, -0.639], [0.315, 1.264, 0.235], [1.675, 0.839, -0.517], [0.207, -1.839, 0.466], [-0.046, 0.944, 0.494], [-0.134, 0.361, 0.230], [-0.606, -0.634, 0.261], [-0.345, 0.286, 0.372], [-0.024, -0.096, -0.701], [0.161, 0.231, -0.279], [0.296, -0.156, -0.144], [-0.242, -0.222, 0.097], [0.260, -0.211, 0.188], [0.115, -0.399, 0.341], [-0.113, 0.077, -0.157], [-0.289, -0.347, -0.076], [-0.402, 0.295, -0.146], [-0.726, -0.219, 0.497], [-0.428, -0.225, -0.108], [0.258, -0.473, -0.561], [-0.194, 0.315, -0.114], [-0.050, 0.022, -0.116], [-0.479, -0.054, 0.220], [-0.001, 0.151, 0.230], [0.044, -0.458, 0.183], [2.140, 0.427, -0.744], [1.114, 2.539, 0.846], [-1.644, -1.190, 0.360], [-1.293, -0.113, 0.071], [-0.238, 1.013, 0.859], [-0.837, 1.469, -0.226], [-1.060, -0.990, -0.133], [0.015, -1.550, -0.256], [-0.218, -0.050, 0.661], [-0.379, -0.743, -0.713], [-0.339, 0.320, -0.491], [0.891, -0.343, 0.004], [-0.064, 0.182, -0.017], [0.408, 0.088, 0.663], [0.376, -0.343, -0.022], [-0.310, 0.378, -0.135], [0.340, -0.263, -0.500], [-0.196, -0.041, 0.007], [0.472, -0.634, 0.258], [-0.250, -0.083, 0.073], [-0.009, 0.378, 0.211], [0.459, 0.170, -0.351], [0.136, -0.038, 0.065], [-0.243, 0.023, -0.246], [0.273, -0.169, -0.142], [-0.128, 0.213, -0.259], [0.052, -0.114, 0.072], [0.470, -0.003, -0.005], [0.719, 1.506, -0.427], [-1.627, 0.313, 1.154], [0.445, -1.440, -0.302], [-0.327, -0.864, 0.338], [1.106, 0.658, 0.451], [-1.902, 1.478, -0.438], [0.790, 0.996, 1.004], [-0.783, -0.585, 0.699], [0.536, -0.682, 0.691], [-0.134, -0.612, -0.125], [0.448, -0.328, -0.984], [0.500, 0.697, -0.232], [0.144, -0.284, -0.294], [-0.129, -0.004, -0.177], [-0.403, -0.418, -0.086], [0.047, 0.131, -0.248], [-0.137, -0.036, -0.010], [0.422, -0.484, 0.539], [0.665, -0.320, -0.394], [-0.180, -0.775, -0.262], [0.171, 0.409, -0.319], [0.080, 0.497, 0.205], [0.177, -0.461, 0.126], [0.083, -0.394, 0.261], [-0.149, 0.264, -0.118], [-0.246, 0.108, -0.246], [-0.211, -0.014, -0.490], [-0.086, 0.204, -0.154], [0.086, 0.384, -0.187], [-0.459, 0.403, -0.426], [-1.003, 1.488, -0.971], [0.503, -0.900, 2.114], [0.227, 0.778, 0.492], [0.601, -0.720, -2.120], [0.455, 0.932, 2.233], [0.487, -0.672, 0.241], [0.449, -0.281, -0.056], [-0.779, -0.266, -0.612], [0.187, -0.907, -1.045], [-0.731, -0.691, -0.562], [-0.095, 0.145, -0.151], [0.330, -0.085, -0.293], [-0.105, -0.423, -0.025], [0.038, 0.853, -0.386], [-0.246, -0.157, 0.421], [0.335, -0.333, 1.076], [-0.158, 0.283, 0.170], [-0.237, -0.082, -0.026], [0.086, 0.307, -0.143], [0.101, -0.124, -0.148], [-0.206, -0.500, -0.392], [0.037, -0.350, -0.062], [0.216, 0.211, 0.185], [-0.567, 0.497, 0.008], [0.240, -0.234, -0.077], [-0.400, -0.283, 0.404], [1.047, 0.088, 0.125], [-0.418, 1.015, 0.158], [1.074, 1.319, -0.229], [1.116, -0.226, -0.196], [-1.615, 0.237, 0.525], [-0.137, 0.342, -0.476], [-0.451, -0.206, -0.046], [0.044, 0.367, -1.037], [-0.496, 0.127, 0.116], [0.643, 0.177, -0.191], [0.216, -0.975, 1.530], [-0.410, 0.740, 0.821], [0.236, -0.584, -0.199], [0.026, -0.387, -0.259], [-0.199, 0.167, -0.169], [-0.173, 0.253, 0.293], [-0.346, -0.229, -0.088], [0.436, 0.074, 0.063], [0.286, -0.189, -0.070], [-0.125, -0.307, 0.026], [0.111, 0.112, -0.319], [0.283, 0.139, 0.098], [0.130, 0.267, 1.382], [0.430, -1.346, -0.165], [-0.030, 0.005, -0.124], [0.306, 1.072, 0.030], [-0.323, 0.467, -0.068], [0.047, -0.457, -0.087], [-0.222, -0.387, -0.296], [-0.123, -0.354, -0.409], [-0.541, -0.188, -0.570], [-2.647, 1.201, 0.956], [-0.767, 0.348, -0.321], [1.730, -1.746, -0.378], [-1.241, 0.090, -0.594], [0.185, -0.825, -1.329], [-0.500, 0.718, 0.314], [1.032, 0.675, -0.642], [0.840, -0.394, 0.356], [0.241, -0.541, -0.496], [-2.041, 0.328, 0.180], [0.610, -0.571, -0.113], [0.605, 0.157, 0.354], [0.094, -0.011, 0.110], [0.303, -0.241, 0.100], [-0.204, 0.194, 0.836], [0.370, 0.784, 0.240], [0.061, 0.074, -0.511], [-0.133, 0.270, 0.310], [0.232, -0.509, 0.101], [-0.340, -0.137, 0.695], [0.094, -0.499, 0.200], [-0.135, 0.281, 0.036], [-0.252, 0.486, -0.174], [-0.217, -0.015, -0.398], [0.913, -0.019, -0.137], [0.656, 0.254, 0.033], [0.207, -0.252, 0.329], [0.340, -0.113, -0.335], [-0.047, -0.076, 0.307]]}